1.
17
Properties=species:S:1:pos:R:3:forces:R:3:nbo_charge:R:1 method="wB97M-V/def2-TZVPD" lumo_ev=0.787 total_charge=0 smiles="NCNCC=O.O" de_lowest_kcal_mol=79.0 homo_ha=-0.342 orbital_gap_ev=10.1013
N -0.05539 -0.94670 -2.47115 -2.778 -2.636 1.147 -0.817
C -0.36679 -0.03950 -1.29136 -1.719 -2.317 -1.080 -0.046
N 0.48132 -0.39257 -0.17304 -0.503 0.417 -0.525 -0.676
C 0.96806 0.82724 0.38825 1.400 0.625 1.342 -0.326
C 1.64415 0.58736 1.76568 -1.052 -4.010 -4.157 0.474
O 1.50849 1.34661 2.62033 0.399 2.659 3.652 -0.494
H -0.12442 -1.99799 -2.10055 0.635 2.741 -0.505 0.340
H -0.97098 -1.04123 -3.00747 1.455 0.763 0.351 0.356
H -1.49619 0.07791 -1.04558 1.160 -1.387 0.159 0.140
H -0.32067 0.95661 -1.63108 1.567 1.378 -0.489 0.179
H 1.05991 -1.24615 -0.23510 -0.338 1.271 -0.336 0.401
H 1.58023 1.55339 -0.20986 0.066 -1.015 -0.172 0.191
H 0.11626 1.44498 0.62858 -0.504 0.194 0.275 0.201
H 2.01872 -0.51707 1.86440 0.113 1.413 0.238 0.081
O -2.31708 -0.44033 1.61124 0.993 1.056 0.335 -0.964
H -2.08700 0.14042 2.39948 -0.119 -1.063 -1.833 0.477
H -1.63863 -0.31297 0.88724 -0.776 -0.088 1.599 0.482

2.
48
Properties=species:S:1:pos:R:3:forces:R:3:nbo_charge:R:1 method="wB97M-V/def2-TZVPD" lumo_ev=9.924 total_charge=-5 de_lowest_kcal_mol=0.0 homo_ha=0.111 orbital_gap_ev=6.9045
Ca 0.10238 0.09524 -0.67032 0.149 -0.958 -0.537 1.842
B -1.11030 2.69682 -1.85124 0.777 0.167 0.164 1.344
F -1.72431 2.37257 -0.63314 -0.462 0.340 -0.400 -0.566
F -0.52824 1.49726 -2.34931 0.226 0.095 -0.338 -0.594
F -1.90463 3.21403 -2.88519 -0.795 0.120 0.143 -0.584
F -0.10649 3.63095 -1.59270 0.102 0.468 -0.236 -0.574
B 2.61559 -0.86724 -3.53445 -0.027 -1.133 0.043 1.360
F 3.04338 -2.12782 -3.05437 -0.156 0.498 -0.156 -0.574
F 3.67548 0.04063 -3.44898 0.170 0.367 -0.142 -0.584
F 2.26197 -1.06034 -4.91110 0.060 0.263 -0.298 -0.610
F 1.47781 -0.39520 -2.85935 0.148 0.149 0.099 -0.580
B 3.00219 -1.52443 0.77892 1.007 -0.394 0.186 1.362
F 4.18211 -0.87967 1.27301 -0.072 0.265 -0.077 -0.601
F 2.26118 -1.94057 1.88950 -0.190 -0.212 -0.212 -0.574
F 2.25121 -0.64113 -0.02699 0.105 0.058 0.180 -0.593
F 3.46357 -2.60797 0.00525 -0.260 0.039 0.249 -0.575
C -4.26748 -0.21207 0.53936 2.001 -0.146 -1.365 0.713
F -3.90046 -1.20478 1.37123 -0.557 0.393 -0.139 -0.326
F -5.59707 -0.02591 0.62019 -0.281 -0.204 0.261 -0.358
F -3.66147 0.91481 0.91903 -0.671 -0.371 0.094 -0.309
S -3.69196 -0.53776 -1.26755 0.203 0.439 -1.425 2.323
O -4.49199 0.44409 -1.99793 -0.089 -0.065 0.575 -1.027
O -2.26100 -0.23720 -1.30809 -1.398 -0.791 0.820 -1.000
O -4.05736 -1.90355 -1.61998 0.009 0.227 0.916 -0.999
C 3.42897 3.18870 -0.33182 -1.085 0.421 0.490 0.695
F 4.40127 3.82873 0.37705 0.447 -0.080 -0.098 -0.374
F 2.98746 4.10774 -1.22833 0.217 -0.320 0.004 -0.347
F 3.96812 2.18265 -0.99472 0.028 0.133 0.182 -0.297
S 2.04234 2.74163 0.87980 -0.726 -1.201 -0.039 2.356
O 1.18191 1.87534 0.05731 1.339 1.582 0.891 -1.050
O 2.70425 2.06392 1.97940 -0.030 0.742 -0.795 -0.952
O 1.45477 4.03295 1.19645 0.500 -0.124 -0.150 -0.998
C -1.48061 1.67089 3.52492 0.650 -1.609 -1.770 0.701
F -0.68929 2.65864 3.14993 -0.074 0.592 -0.163 -0.312
F -1.60379 1.75692 4.85119 -0.420 -0.054 0.830 -0.358
F -2.69434 1.81979 2.96050 0.090 0.514 0.694 -0.339
S -0.70679 0.02044 2.95719 2.030 -0.069 0.101 2.341
O -1.53342 -1.01916 3.53532 -0.814 0.379 -0.264 -1.002
O -0.68139 0.11880 1.48460 -0.821 -0.005 2.053 -1.035
O 0.60397 0.09258 3.58553 -0.918 0.400 -0.267 -0.968
C -1.03791 -3.82354 0.62196 1.571 -0.432 -1.391 0.718
F -1.04876 -2.66705 1.22876 -0.996 0.102 0.180 -0.286
F -0.43205 -4.68993 1.46749 -0.126 -0.351 0.012 -0.356
F -2.25693 -4.33270 0.36311 -0.300 0.432 0.546 -0.344
S -0.06340 -3.64781 -1.02781 1.639 1.222 -0.811 2.310
O -0.93818 -4.08923 -2.10784 -0.074 -0.195 0.841 -0.998
O 0.20319 -2.19522 -1.04624 -0.789 -1.668 0.221 -1.045
O 1.15655 -4.43591 -0.86953 -1.338 -0.026 0.296 -0.974

3.
49
Properties=species:S:1:pos:R:3:forces:R:3:nbo_charge:R:1 method="wB97M-V/def2-TZVPD" lumo_ev=0.073 total_charge=0 smiles="CCCNc1c(NS(=O)(=O)c2ccc(C)c(C)c2)c(=O)oc2ccccc12" de_lowest_kcal_mol=39.8 homo_ha=-0.302 orbital_gap_ev=8.3033
C -5.19098 -1.70684 0.93753 0.241 -0.032 0.055 -0.608
C -3.66977 -1.68507 0.86724 -0.212 0.120 -0.290 -0.399
C -3.17943 -1.36495 -0.54786 -0.316 0.023 0.363 -0.212
N -1.73744 -1.40913 -0.62141 0.346 -0.042 -0.062 -0.601
C -0.89559 -0.47291 -1.11781 0.429 -0.332 -0.540 0.261
C 0.26169 -0.86047 -1.76351 -0.608 0.358 0.224 -0.111
N 0.61780 -2.22220 -1.90491 0.145 -0.329 0.438 -0.845
S 1.12651 -2.99394 -0.47900 0.057 0.024 -0.177 2.304
O 2.13731 -3.93476 -0.84682 0.258 0.199 -0.125 -0.922
O -0.05556 -3.50063 0.16857 0.072 0.284 0.181 -0.956
C 1.77950 -1.61647 0.44815 -0.293 -0.548 -0.143 -0.358
C 0.97951 -0.96916 1.36679 -0.011 -0.117 0.167 -0.183
C 1.41763 0.23362 1.89246 0.021 -0.080 -0.057 -0.214
C 2.62875 0.79034 1.49862 -0.066 -0.087 -0.028 -0.006
C 3.05978 2.11370 2.04818 -0.002 -0.046 -0.006 -0.635
C 3.43827 0.11205 0.57722 -0.180 -0.187 -0.018 0.069
C 4.74342 0.68795 0.13056 -0.021 0.000 0.010 -0.648
C 2.99451 -1.09483 0.05451 0.185 0.044 0.063 -0.196
C 1.19160 0.07094 -2.34200 0.402 -0.304 -0.112 0.740
O 2.20915 -0.26008 -2.91914 -0.369 0.198 0.141 -0.616
O 0.87973 1.39701 -2.27763 0.155 0.065 -0.174 -0.453
C -0.17081 1.82996 -1.54445 -0.574 0.073 0.400 0.314
C -0.29496 3.21158 -1.40609 0.115 -0.184 -0.104 -0.237
C -1.28582 3.74071 -0.60996 0.062 -0.127 -0.026 -0.184
C -2.13766 2.88917 0.08353 -0.123 0.028 0.082 -0.233
C -2.03126 1.52450 -0.06556 0.121 0.005 -0.078 -0.188
C -1.07691 0.95637 -0.91974 0.160 0.410 -0.141 -0.094
H -5.59293 -2.45788 0.26182 -0.118 -0.074 -0.066 0.206
H -5.52159 -1.94176 1.94580 -0.112 -0.015 0.057 0.216
H -5.60293 -0.73938 0.65736 -0.103 0.089 -0.023 0.201
H -3.26790 -2.65710 1.15757 0.077 0.002 0.060 0.211
H -3.27889 -0.94646 1.57057 0.113 -0.018 0.007 0.194
H -3.54415 -0.39167 -0.88060 -0.008 -0.116 -0.027 0.203
H -3.58619 -2.11953 -1.23325 0.012 0.146 -0.008 0.198
H -1.35293 -2.34914 -0.61468 -0.149 0.138 -0.027 0.436
H 1.36913 -2.29497 -2.58578 0.092 -0.114 -0.051 0.436
H 0.03575 -1.40777 1.64800 -0.170 0.017 0.051 0.241
H 0.80017 0.75941 2.60602 -0.061 0.057 0.080 0.215
H 2.31969 2.50489 2.74090 -0.018 0.057 0.047 0.219
H 4.01124 2.02009 2.56999 0.082 0.075 0.051 0.223
H 3.19591 2.83257 1.24127 0.044 0.114 -0.020 0.223
H 4.58489 1.64959 -0.35571 0.068 0.095 -0.054 0.223
H 5.40639 0.84866 0.97981 0.107 0.042 0.019 0.217
H 5.23037 0.02291 -0.57604 0.079 -0.005 -0.052 0.226
H 3.57951 -1.63231 -0.67550 0.145 0.022 -0.128 0.240
H 0.41186 3.83968 -1.92418 0.089 0.071 -0.067 0.231
H -1.38104 4.81027 -0.50479 0.011 0.099 0.004 0.220
H -2.88364 3.29767 0.74803 -0.067 0.018 0.059 0.218
H -2.67173 0.88580 0.51594 -0.108 -0.114 0.045 0.215

4.
56
Properties=species:S:1:pos:R:3:forces:R:3:nbo_charge:R:1 method="wB97M-V/def2-TZVPD" lumo_ev=0.050 total_charge=0 homo_ha=-0.376 orbital_gap_ev=10.2741
H -0.19829 -0.37412 -6.42455 0.073 0.044 -0.460 0.296
N -0.87802 0.38141 -6.57249 0.510 -0.260 -0.487 -0.594
C -1.55560 0.43692 -5.51357 0.225 -0.219 0.262 0.152
C -1.28309 -0.49468 -4.35142 -0.740 -0.211 0.467 -0.509
C -0.63051 0.17046 -3.13598 -0.495 1.402 -0.409 0.222
C -0.48431 -0.61801 -1.83695 0.170 0.579 -0.226 -0.116
O -1.70167 -1.16751 -1.35587 1.007 -0.066 -0.786 -0.483
C -2.09165 -2.35894 -1.86212 2.222 0.324 -0.870 0.792
C -1.15730 -3.33880 -2.55964 0.579 -0.119 0.984 -0.744
O -3.21299 -2.64313 -1.76112 -3.877 -0.949 0.603 -0.553
O -1.51520 1.30032 -2.87363 -0.826 -0.668 1.079 -0.521
C -0.89118 2.47086 -3.05695 2.101 -4.759 -2.488 0.981
O -1.16364 3.46946 -2.61317 -1.886 5.475 2.057 -0.519
O 0.19356 2.23450 -3.89851 -0.479 -0.403 0.366 -0.490
C 0.64346 0.98235 -3.46570 1.910 -0.444 -0.330 0.149
O 1.44276 1.34186 -2.31286 -0.219 -0.618 0.344 -0.705
B 1.74072 0.38146 -4.46249 -0.055 0.859 -0.869 1.131
O 2.15313 1.17030 -5.52987 -0.326 -0.835 -0.029 -0.914
O 2.29893 -0.83960 -4.24876 -0.600 -0.395 0.117 -0.893
H -2.36656 1.16154 -5.49409 -0.023 -0.032 0.404 0.196
H -0.73525 -1.37496 -4.69525 0.201 0.193 -0.052 0.215
H -2.25986 -0.85932 -4.00620 0.102 -0.017 0.074 0.250
H -0.18190 0.11791 -1.11243 -0.162 0.105 0.197 0.260
H 0.34718 -1.32686 -1.86481 -0.235 -0.249 -0.280 0.195
H -1.61142 -4.31749 -2.43080 -0.188 0.065 -0.058 0.251
H -0.19570 -3.39349 -2.04463 0.160 0.138 -0.386 0.224
H -1.04855 -3.17225 -3.62582 0.132 0.251 0.039 0.231
H 1.83869 0.54371 -1.93116 -0.025 0.161 -0.018 0.476
H 1.65983 0.91211 -6.32217 0.149 0.564 -0.102 0.506
H 2.70527 -1.16910 -5.06143 0.401 0.145 0.292 0.504
C -2.28587 3.23782 2.32182 0.070 0.113 -0.438 -0.628
C -2.15594 1.73466 2.33845 -0.170 0.626 0.170 0.064
C -1.33920 1.19594 3.48368 -0.145 -0.048 0.239 -0.102
O -0.81795 -0.02529 2.93192 0.092 0.048 -0.258 -0.494
C -0.74180 0.15072 1.59217 -0.090 0.053 -0.020 0.986
O -0.16587 -0.57708 0.84276 0.232 -0.065 0.623 -0.613
O -1.40376 1.26495 1.20597 0.139 -0.397 0.116 -0.488
H -2.74665 3.59926 3.24138 -0.002 -0.078 0.018 0.222
H -1.30971 3.70998 2.20226 0.032 -0.074 0.130 0.225
H -2.89686 3.55701 1.47701 -0.051 -0.019 0.061 0.232
H -3.14576 1.27062 2.30162 0.065 -0.105 -0.020 0.185
H -1.93547 0.99626 4.37077 0.105 -0.208 -0.013 0.210
H -0.50060 1.83641 3.75594 -0.080 0.093 -0.056 0.207
C 2.33509 -2.50416 6.18427 -0.399 -0.029 0.180 -0.627
C 2.24860 -1.23624 5.36989 0.172 -0.616 0.226 0.060
C 3.43330 -0.31661 5.52628 0.234 0.055 -0.194 -0.095
O 2.85383 0.96694 5.26641 -0.217 -0.054 0.140 -0.488
C 1.54337 0.88908 5.61225 -0.067 -0.046 0.024 0.974
O 0.81433 1.82330 5.71439 0.057 0.008 -0.012 -0.588
O 1.17396 -0.39944 5.82469 0.162 0.369 -0.130 -0.490
H 3.22323 -3.07853 5.91955 0.000 0.047 -0.056 0.222
H 2.36091 -2.27856 7.25158 0.123 0.076 -0.036 0.220
H 1.45579 -3.12572 6.01375 0.062 -0.026 -0.070 0.231
H 2.06703 -1.47480 4.31798 0.007 0.119 -0.015 0.193
H 4.23131 -0.53022 4.81838 -0.049 0.193 -0.068 0.206
H 3.84387 -0.31320 6.53932 -0.086 -0.098 0.024 0.184

5.
17
Properties=species:S:1:pos:R:3:forces:R:3:nbo_charge:R:1 method="wB97M-V/def2-TZVPD" lumo_ev=0.529 total_charge=0 smiles="CC(=O)Nc1ccc[nH]1" de_lowest_kcal_mol=42.1 homo_ha=-0.312 orbital_gap_ev=9.0178
C 1.88953 0.73669 0.94922 3.265 2.406 -0.382 -0.751
C 2.14670 -0.18552 -0.18462 -2.606 0.824 0.506 0.693
O 3.23393 -0.48228 -0.53043 2.246 -1.090 -0.665 -0.573
N 1.00754 -0.56439 -0.90700 1.305 -4.311 -2.057 -0.651
C -0.31846 -0.29665 -0.60731 1.489 -1.391 1.594 0.224
C -1.04416 0.75475 -0.97521 -2.513 1.641 -2.138 -0.281
C -2.37907 0.53574 -0.40014 -0.004 -0.156 1.014 -0.332
C -2.24231 -0.57241 0.42910 -4.206 -0.411 0.780 -0.046
N -1.04925 -1.10799 0.26160 3.142 -3.797 2.564 -0.537
H 1.70055 1.74331 0.55716 0.839 0.203 -0.787 0.252
H 2.71573 0.89892 1.68644 -0.466 -0.669 -0.940 0.242
H 1.02033 0.79148 1.43419 -3.747 -1.460 2.183 0.233
H 1.16474 -1.56147 -1.45835 -0.260 3.650 1.631 0.403
H -0.72632 1.46350 -1.82127 -0.620 -1.087 1.755 0.243
H -3.37558 1.01438 -0.46954 1.234 0.126 -0.276 0.233
H -3.05505 -1.15693 1.08112 1.958 1.675 -1.655 0.215
H -0.68886 -2.01112 0.95505 -1.055 3.846 -3.125 0.435

6.
30
Properties=species:S:1:pos:R:3:forces:R:3:nbo_charge:R:1 method="wB97M-V/def2-TZVPD" lumo_ev="5.085 / 5.082" multiplicity=3 total_charge=-2 homo_ha="0.009 / 0.004" orbital_gap_ev="4.8425 / 4.9738"
Pt -0.64257 0.30034 0.22679 -0.177 0.320 -0.055 0.616
S -0.92048 2.99110 0.82606 -0.070 0.116 -0.143 -0.564
C -1.59450 2.02759 -0.53912 -0.016 -0.208 -0.001 -0.401
N -1.09744 2.45448 -1.87885 -0.056 -0.117 -0.027 -0.709
C -2.07820 3.20259 -2.64168 0.030 0.035 0.004 -0.228
C -3.36781 2.42322 -2.48075 -0.034 -0.013 0.079 -0.540
S -3.43990 2.12523 -0.69996 -0.035 -0.040 -0.008 0.131
H -0.27525 3.01385 -1.68885 0.043 0.013 0.017 0.376
H -1.77261 3.24585 -3.69384 0.045 0.017 -0.017 0.168
H -2.23203 4.23341 -2.28356 -0.014 0.010 0.062 0.157
H -3.31964 1.48425 -3.03797 0.000 0.014 0.002 0.195
H -4.24587 2.99199 -2.79225 0.005 0.002 -0.020 0.196
Cl -2.99999 -1.50919 1.86903 0.023 0.062 -0.005 -0.241
C -2.17862 0.15576 1.69879 0.232 0.039 0.022 -0.698
H -1.82206 0.36282 2.70365 0.040 -0.048 0.083 0.175
H -3.00344 0.82573 1.48984 -0.179 0.006 0.011 0.175
O 0.26525 -0.61791 -2.48733 0.062 -0.208 -0.363 -0.579
C 0.00734 -0.20532 -1.44508 0.125 0.312 0.345 0.478
C 0.71661 -0.67272 1.35406 0.180 -0.384 -0.090 -0.164
C 1.79531 -1.55810 1.37616 -0.104 0.045 0.179 -0.292
C 1.98833 -2.55771 0.36767 0.080 -0.039 0.004 -0.218
C 3.06095 -3.42486 0.40112 -0.043 0.049 0.031 -0.223
C 4.01004 -3.37331 1.43073 -0.063 0.090 0.013 -0.334
C 3.84713 -2.40918 2.43656 -0.087 -0.008 -0.088 -0.188
C 2.78294 -1.53242 2.41703 -0.003 -0.067 -0.045 -0.234
H 1.25745 -2.61266 -0.42957 0.013 -0.018 -0.018 0.212
H 3.17090 -4.16536 -0.38594 -0.017 0.005 -0.010 0.183
H 4.85046 -4.05798 1.44549 -0.011 0.006 0.011 0.178
H 4.57093 -2.35145 3.24367 0.014 0.012 0.021 0.174
H 2.66679 -0.79005 3.19811 0.021 -0.004 0.007 0.200

no.,E_tot (Ha)
1,-380.21078
2,-5797.67719
3,-1584.01246
4,-1757.15979
5,-418.11621
6,-1970.22771